No. 1
Formula: C46H36HfIN4O2P2S
Source: the Open Molecules 2025 dataset
Level of theory: the ωB97M-V functional and the def2-TZVPD basis

Last column: Löwdin charge in e.
CARTESIAN COORDINATES (ANGSTROEM)
Hf1 -0.004 0.239 0.056  1.734
S1 -2.218 7.877 -0.371  1.134
N1 -0.741 7.252 -0.298  -0.181
C1 -0.904 5.938 -0.224  -0.305
C2 0.156 4.954 -0.135  -0.055
C3 1.499 5.324 -0.104  0.067
C4 2.441 4.334 -0.004  0.020
C5 2.021 3.015 0.053  -0.071
N2 0.745 2.622 0.012  0.042
C6 -0.185 3.603 -0.073  -0.131
C7 -1.577 3.183 -0.080  -0.124
N3 -1.835 1.841 -0.004  0.018
C8 -3.132 1.499 0.026  -0.121
C9 -4.195 2.383 -0.025  0.019
C10 -3.931 3.723 -0.119  0.070
C11 -2.597 4.131 -0.146  -0.056
C12 -2.245 5.536 -0.228  -0.307
N4 -3.107 6.541 -0.306  -0.185
H1 1.763 6.373 -0.151  0.144
H2 3.499 4.553 0.034  0.135
H3 2.788 2.267 0.145  0.101
H4 -3.370 0.463 0.094  0.040
H5 -5.205 1.998 0.010  0.135
H6 -4.715 4.470 -0.167  0.144
C13 -1.237 -4.100 -0.688  -0.267
C14 -2.155 -3.387 0.292  -0.296
P1 -2.059 -1.565 0.245  0.949
C15 -2.745 -1.222 -1.389  -0.412
C16 -1.810 -0.822 -2.348  -0.157
C17 -2.188 -0.526 -3.648  -0.036
C18 -3.527 -0.639 -3.994  -0.023
C19 -4.467 -1.056 -3.055  -0.018
C20 -4.080 -1.354 -1.755  -0.055
C21 -3.046 -1.073 1.680  -0.406
C22 -2.444 -0.246 2.631  -0.136
C23 -3.099 0.119 3.793  -0.042
C24 -4.387 -0.351 4.016  -0.026
C25 -4.999 -1.186 3.089  -0.028
C26 -4.331 -1.554 1.928  -0.064
C27 0.174 -4.164 -0.134  -0.291
P2 1.111 -2.571 0.023  1.049
C28 1.928 -2.841 1.625  -0.372
C29 1.480 -2.137 2.743  -0.123
C30 1.972 -2.417 4.008  -0.052
C31 2.935 -3.406 4.166  -0.039
C32 3.374 -4.129 3.065  -0.038
C33 2.870 -3.857 1.801  -0.080
C34 2.283 -2.743 -1.356  -0.372
C35 3.656 -2.931 -1.244  -0.090
C36 4.421 -3.147 -2.386  -0.049
C37 3.829 -3.158 -3.638  -0.040
C38 2.458 -2.950 -3.760  -0.047
C39 1.693 -2.745 -2.625  -0.104
H7 -1.274 -3.626 -1.673  0.099
H8 -1.604 -5.116 -0.833  0.132
H9 -1.989 -3.716 1.319  0.110
H10 -3.203 -3.580 0.048  0.101
H11 -0.734 -0.824 -2.123  0.048
H12 -1.454 -0.234 -4.387  0.125
H13 -3.839 -0.417 -5.006  0.128
H14 -5.506 -1.155 -3.341  0.128
H15 -4.825 -1.672 -1.034  0.113
H16 -1.425 0.123 2.494  0.068
H17 -2.614 0.752 4.526  0.123
H18 -4.910 -0.074 4.922  0.127
H19 -5.996 -1.562 3.276  0.127
H20 -4.817 -2.227 1.231  0.108
H21 0.805 -4.813 -0.740  0.107
H22 0.143 -4.585 0.871  0.098
H23 0.715 -1.374 2.643  0.067
H24 1.607 -1.872 4.869  0.118
H25 3.332 -3.621 5.150  0.123
H26 4.102 -4.921 3.191  0.123
H27 3.189 -4.466 0.965  0.113
H28 4.145 -2.912 -0.279  0.101
H29 5.487 -3.313 -2.289  0.122
H30 4.430 -3.335 -4.522  0.122
H31 1.991 -2.959 -4.736  0.118
H32 0.620 -2.603 -2.732  0.087
I1 8.623 -0.290 -0.128  1.053
C40 6.570 -0.132 -0.097  -0.713
C41 5.879 0.091 -1.295  -0.113
C42 4.507 0.182 -1.281  0.011
C43 3.823 0.072 -0.060  -0.191
C44 4.516 -0.139 1.144  0.025
C45 5.888 -0.252 1.119  -0.107
C46 2.409 0.177 -0.038  -0.571
O1 1.659 0.211 -1.113  -0.149
O2 1.716 0.243 1.086  -0.181
H33 6.423 0.178 -2.226  0.112
H34 3.954 0.325 -2.203  0.141
H35 3.972 -0.236 2.076  0.133
H36 6.437 -0.429 2.033  0.111

Atoms 1-3, force components in eV/Å:
-0.6 0.6 -0.4
-0.1 0.2 0.0
-0.1 -0.1 0.0

Properties
- ΔE to the lowest compared entry with this formula, charge and spin: 4.5 kcal/mol
- LUMO energy: -0.3337 hartree
- Kohn-Sham gap: 0.230 Ha
- Total charge: +3

No. 2
Formula: C46H36N7O3RuS
Source: the Open Molecules 2025 dataset
Level of theory: the ωB97M-V functional and the def2-TZVPD basis

Last column: Mulliken spin population.
CARTESIAN COORDINATES (ANGSTROEM)
Ru1 -1.318 0.069 0.950  0.929
O1 -1.986 1.081 -0.939  0.026
C1 -2.246 0.458 -2.009  -0.006
C2 -2.399 1.211 -3.213  0.001
C3 -2.660 0.616 -4.412  0.001
C4 -2.820 -0.774 -4.491  -0.003
C5 -2.727 -1.532 -3.355  0.003
C6 -2.448 -0.969 -2.092  0.005
C7 -2.481 -1.837 -0.972  -0.015
N1 -2.201 -1.577 0.283  -0.003
N2 -2.472 -2.585 1.138  -0.008
C8 -2.312 -2.282 2.424  -0.011
O2 -2.070 -1.129 2.859  0.022
C9 -2.414 -3.403 3.387  0.006
C10 -2.679 -4.708 2.985  0.002
C11 -2.715 -5.722 3.926  -0.001
C12 -2.486 -5.444 5.264  0.001
C13 -2.219 -4.146 5.666  -0.001
C14 -2.179 -3.130 4.732  0.002
H1 -2.281 2.282 -3.130  0.000
H2 -2.756 1.222 -5.304  0.000
H3 -3.037 -1.236 -5.442  0.000
H4 -2.872 -2.602 -3.404  0.000
H5 -2.825 -2.853 -1.161  -0.002
H6 -2.850 -4.915 1.941  0.000
H7 -2.916 -6.737 3.619  0.000
H8 -2.512 -6.239 5.994  0.000
H9 -2.035 -3.931 6.708  0.000
H10 -1.959 -2.116 5.025  0.002
C15 -5.640 0.895 0.795  -0.001
C16 -5.691 2.269 0.532  -0.001
C17 -4.566 3.019 0.720  0.001
C18 -3.370 2.405 1.177  -0.005
N3 -3.332 1.058 1.368  0.010
C19 -4.438 0.347 1.190  0.011
N4 -2.368 3.216 1.474  0.006
C20 -1.152 2.888 1.853  -0.005
N5 -0.511 1.685 1.679  -0.021
C21 0.766 1.798 2.177  0.006
N6 1.702 0.878 2.252  -0.004
C22 1.621 -0.420 2.018  0.018
C23 2.835 -1.134 2.231  -0.001
C24 2.913 -2.473 1.985  0.000
C25 1.761 -3.128 1.534  -0.004
C26 0.602 -2.398 1.386  0.005
N7 0.500 -1.090 1.614  0.015
C27 0.960 3.122 2.686  -0.002
C28 2.026 3.717 3.354  -0.003
C29 1.857 5.003 3.820  0.002
C30 0.648 5.687 3.630  -0.001
C31 -0.415 5.109 2.967  0.002
C32 -0.258 3.814 2.485  -0.002
H11 -6.513 0.275 0.686  0.000
H12 -6.613 2.722 0.203  0.000
H13 -4.535 4.081 0.542  0.000
H14 -4.374 -0.718 1.386  0.000
H15 3.675 -0.557 2.583  0.000
H16 3.833 -3.017 2.132  0.000
H17 1.765 -4.179 1.309  0.001
H18 -0.287 -2.921 1.063  -0.004
H19 2.937 3.159 3.515  0.000
H20 2.656 5.491 4.364  0.000
H21 0.543 6.684 4.035  0.000
H22 -1.351 5.629 2.839  0.000
O3 0.461 -0.024 -0.887  0.007
S1 1.683 0.803 -0.991  0.007
C33 3.080 -0.408 -1.197  0.002
C34 2.874 -1.408 -2.280  -0.001
C35 1.780 -2.268 -2.243  0.002
C36 1.594 -3.208 -3.242  0.000
C37 2.515 -3.321 -4.270  0.000
C38 3.612 -2.477 -4.308  0.000
C39 3.779 -1.512 -3.331  0.000
C40 1.671 1.445 -2.736  0.005
C41 2.912 2.234 -2.974  0.000
C42 3.788 1.912 -4.004  0.000
C43 4.948 2.643 -4.196  0.000
C44 5.249 3.704 -3.360  0.000
C45 4.385 4.029 -2.327  -0.001
C46 3.227 3.297 -2.132  0.001
H23 3.142 -0.891 -0.221  0.001
H24 3.967 0.202 -1.358  0.000
H25 1.076 -2.194 -1.430  0.001
H26 0.738 -3.866 -3.208  0.000
H27 2.388 -4.074 -5.033  0.000
H28 4.347 -2.577 -5.094  0.000
H29 4.634 -0.853 -3.367  0.000
H30 0.776 2.067 -2.783  0.000
H31 1.567 0.600 -3.414  -0.001
H32 3.554 1.089 -4.665  0.000
H33 5.621 2.383 -4.999  0.000
H34 6.150 4.278 -3.517  0.000
H35 4.619 4.853 -1.670  0.000
H36 2.556 3.553 -1.325  0.000

Atoms 1-3, force components in eV/Å:
-3.2 -1.0 0.9
1.1 0.2 2.7
-0.4 -1.4 -1.4

Properties
- 2S+1: 2
- ΔE to the lowest compared entry with this formula, charge and spin: 66.4 kcal/mol
- LUMO energy (alpha / beta): -0.0431 / -0.0440 hartree
- Kohn-Sham gap (alpha / beta): 0.209 / 0.207 Ha
- Total charge: 0

No. 3
Formula: C46H37BrCsF3IN5S5Sb
Source: the Open Molecules 2025 dataset
Level of theory: the ωB97M-V functional and the def2-TZVPD basis

Last column: Löwdin charge in e.
CARTESIAN COORDINATES (ANGSTROEM)
Cs1 2.491 0.385 1.543  0.833
S1 5.020 1.798 2.780  0.392
C1 5.072 0.526 3.948  -0.791
C2 6.126 -0.380 4.083  -0.120
C3 6.122 -1.305 5.115  -0.112
C4 5.077 -1.336 6.028  -0.116
C5 4.011 -0.450 5.902  -0.107
C6 3.993 0.454 4.852  -0.567
S2 2.760 1.672 4.476  0.765
C7 1.338 1.142 5.523  -0.375
C8 0.097 0.993 4.704  -0.364
C9 -1.026 1.778 4.927  -0.054
C10 -2.178 1.505 4.201  -0.115
C11 -2.163 0.487 3.266  -0.065
C12 -0.970 -0.216 3.065  -0.355
C13 -0.907 -1.239 1.976  -0.468
S3 0.654 -2.173 1.893  0.821
C14 0.908 -2.448 0.145  -0.589
C15 1.311 -3.745 -0.179  -0.139
C16 1.639 -4.107 -1.473  -0.111
C17 1.547 -3.160 -2.487  -0.109
C18 1.139 -1.877 -2.185  -0.167
C19 0.829 -1.473 -0.873  -0.822
S4 0.241 0.155 -0.676  0.355
N1 0.117 0.030 3.779  0.099
H1 6.940 -0.339 3.371  0.097
H2 6.950 -1.996 5.225  0.093
H3 5.077 -2.053 6.840  0.090
H4 3.223 -0.483 6.643  0.089
H5 1.201 1.869 6.322  0.076
H6 1.593 0.168 5.933  0.063
H7 -0.999 2.578 5.654  0.111
H8 -3.075 2.092 4.354  0.109
H9 -3.038 0.248 2.675  0.115
H10 -0.963 -0.705 1.022  -0.058
H11 -1.738 -1.945 2.044  0.077
H12 1.361 -4.483 0.613  0.092
H13 1.953 -5.122 -1.683  0.093
H14 1.780 -3.422 -3.512  0.098
H15 1.052 -1.126 -2.961  0.091
C20 5.818 2.904 -2.749  -0.006
C21 5.893 1.459 -2.425  -0.349
N2 6.451 0.541 -3.147  0.101
N3 6.253 -0.604 -2.434  0.011
C22 5.573 -0.419 -1.279  -0.822
S5 5.116 -1.540 -0.152  0.586
N4 5.355 0.927 -1.285  -0.088
N5 4.631 1.616 -0.319  0.023
H16 6.383 3.094 -3.657  0.081
H17 6.232 3.499 -1.933  0.082
H18 4.778 3.200 -2.895  0.088
H19 6.567 -1.490 -2.782  0.141
H20 4.701 1.118 0.582  -0.143
H21 5.061 2.517 -0.147  0.078
Br1 -2.671 6.171 2.252  0.697
C23 -1.444 6.212 0.810  -0.738
C24 -1.319 7.398 0.101  -0.144
C25 -0.441 7.475 -0.967  -0.090
C26 0.307 6.365 -1.327  -0.086
C27 0.184 5.182 -0.618  -0.143
C28 -0.688 5.096 0.460  -0.712
I1 -0.824 3.279 1.499  1.063
H22 -1.913 8.254 0.391  0.095
H23 -0.347 8.403 -1.516  0.103
H24 0.990 6.417 -2.166  0.104
H25 0.762 4.311 -0.898  0.099
F1 -7.133 -6.050 -0.277  0.038
C29 -6.159 -5.152 -0.560  -0.293
C30 -5.960 -4.090 0.300  -0.019
C31 -4.950 -3.187 0.004  -0.138
C32 -4.157 -3.325 -1.134  -0.387
C33 -4.393 -4.409 -1.972  -0.114
C34 -5.397 -5.330 -1.695  -0.019
Sb1 -2.466 -1.957 -1.329  1.581
C35 -3.793 -0.251 -1.342  -0.381
C36 -5.039 -0.306 -1.961  -0.126
C37 -5.896 0.785 -1.935  -0.016
C38 -5.487 1.928 -1.273  -0.285
F2 -6.320 2.993 -1.240  0.044
C39 -4.261 2.019 -0.646  -0.012
C40 -3.415 0.918 -0.689  -0.134
C41 -2.304 -2.125 -3.469  -0.368
C42 -1.764 -3.295 -4.000  -0.150
C43 -1.510 -3.413 -5.359  -0.016
C44 -1.776 -2.330 -6.172  -0.288
F3 -1.520 -2.430 -7.497  0.041
C45 -2.290 -1.148 -5.680  -0.013
C46 -2.557 -1.055 -4.320  -0.103
H26 -6.584 -3.982 1.177  0.114
H27 -4.781 -2.347 0.671  0.096
H28 -3.799 -4.538 -2.868  0.080
H29 -5.589 -6.172 -2.348  0.114
H30 -5.350 -1.212 -2.470  0.103
H31 -6.865 0.761 -2.416  0.114
H32 -3.978 2.933 -0.139  0.103
H33 -2.436 0.978 -0.224  0.021
H34 -1.516 -4.123 -3.345  0.099
H35 -1.096 -4.318 -5.784  0.116
H36 -2.471 -0.319 -6.352  0.115
H37 -2.961 -0.131 -3.924  0.096

Atoms 1-3, force components in eV/Å:
-0.3 -0.2 -0.1
1.1 0.7 -0.2
-0.1 0.1 0.1

Properties
- ΔE to the lowest compared entry with this formula, charge and spin: 20.5 kcal/mol
- LUMO energy: 0.0659 hartree
- Kohn-Sham gap: 0.226 Ha
- Total charge: -1